(1)
{"formula": "C12H19FN4O4S", "method": "the ωB97M-V functional and the def2-TZVPD basis", "spin_multiplicity": 1, "gap_ev": 8.1, "fmax_ev_per_a": 7.19, "total_charge": 0, "e_tot_ha": -1486.502068, "species": ["N", "C", "C", "S", "C", "C", "N", "C", "O", "N", "C", "O", "F", "H", "H", "H", "H", "C", "O", "C", "C", "N", "C", "C", "O", "C", "H", "H", "H", "H", "H", "H", "H", "H", "H", "H", "H", "H", "H", "H", "H"], "positions_angstrom": [[-2.69, -2.08, 4.64], [-1.97, -2.17, 3.66], [-0.85, -2.02, 2.52], [-0.48, -0.23, 2.07], [0.50, -2.85, 2.80], [0.25, -4.42, 2.52], [-0.02, -5.60, 2.35], [1.21, -2.55, 4.21], [2.33, -3.12, 4.43], [0.71, -1.64, 5.27], [0.21, -2.47, 6.40], [0.35, -2.18, 7.61], [-0.45, -3.73, 6.12], [-1.32, -2.48, 1.56], [-1.22, 0.60, 2.90], [1.26, -2.52, 1.98], [1.50, -1.07, 5.65], [-2.57, 1.40, -3.83], [-1.33, 1.64, -4.49], [-0.85, 2.98, -4.33], [0.38, 3.01, -3.42], [0.02, 2.71, -2.03], [1.17, 2.45, -1.16], [2.07, 1.25, -1.50], [1.43, -0.02, -1.32], [0.64, -0.44, -2.42], [-2.94, 0.43, -4.16], [-2.44, 1.36, -2.75], [-3.31, 2.16, -4.09], [-1.63, 3.65, -3.97], [-0.55, 3.32, -5.32], [0.84, 4.00, -3.46], [1.10, 2.28, -3.81], [-0.58, 1.89, -2.01], [0.77, 2.30, -0.15], [1.79, 3.35, -1.12], [2.90, 1.26, -0.79], [2.52, 1.32, -2.50], [1.03, -0.10, -3.38], [-0.39, -0.10, -2.28], [0.61, -1.53, -2.42]], "lowdin_charge": [0.144, -0.179, -0.572, 0.717, -0.202, -0.111, 0.140, -0.295, 0.081, 0.145, -0.334, 0.099, 0.029, 0.119, -0.098, 0.161, 0.162, -0.111, -0.197, -0.206, -0.208, -0.054, -0.195, -0.218, -0.201, -0.097, 0.090, 0.072, 0.089, 0.120, 0.120, 0.122, 0.100, 0.064, 0.107, 0.118, 0.120, 0.110, 0.090, 0.069, 0.088]}



(2)
{"formula": "C2H12O4", "method": "the ωB97M-V functional and the def2-TZVPD basis", "e_above_lowest_kcal_mol": 25.2, "spin_multiplicity": 1, "gap_ev": 10.1, "fmax_ev_per_a": 1.96, "total_charge": 0, "e_tot_ha": -384.320737, "species": ["C", "O", "C", "H", "H", "H", "H", "H", "H", "H", "H", "O", "H", "H", "O", "H", "H", "O"], "positions_angstrom": [[-1.10, -1.46, -1.17], [0.25, -1.24, -0.85], [-1.65, -0.32, -2.05], [-1.13, -2.46, -1.62], [-1.72, -1.65, -0.26], [0.51, -0.36, -0.54], [-2.06, -0.87, -2.93], [-2.49, 0.30, -1.73], [-0.89, 0.36, -2.41], [1.82, 2.48, 0.62], [0.53, 3.25, 0.40], [0.90, 2.36, 0.34], [2.87, -0.61, 2.19], [2.07, -1.68, 1.68], [2.07, -0.70, 1.64], [-0.49, 1.50, 2.14], [0.60, 0.36, 1.99], [-0.10, 0.73, 2.54]], "lowdin_charge": [-0.314, -0.099, -0.083, 0.108, 0.111, 0.058, 0.069, 0.066, 0.066, 0.053, 0.045, -0.051, 0.064, 0.073, -0.054, 0.007, -0.037, -0.084]}